The following is a quantum chemistry calculation of a single C5H2O molecule in a non-equilibrium geometry, from the OMol25 dataset.

The geometry in XYZ format:
```
8
Properties=species:S:1:pos:R:3:forces:R:3:lowdin_charge:R:1
O 1.50560 0.76317 1.51462 -0.22 -0.51 0.14 0.073
C 0.90426 -0.24561 1.27430 0.26 0.15 0.22 -0.295
C 1.13630 -1.08237 0.07967 -0.12 -0.34 -0.53 0.038
C 0.45472 -0.96101 -0.92752 0.04 0.69 0.98 -0.023
C -0.56276 -0.16416 -1.41094 -0.53 0.33 -0.15 -0.128
C -1.36378 0.72706 -1.25358 0.09 -0.29 -0.43 0.152
H -0.02423 -0.56395 1.80571 0.48 0.11 0.02 0.139
H -2.05011 1.52687 -1.08226 0.01 -0.13 -0.26 0.045
```
Forces are in eV/Å.

Summary:
- LUMO level (eV) = -0.81
- calculated total energy (eV) = -7258.75311
- strongest force on any atom (eV/Å) = 1.20
- HOMO (eV) = -10.14
- ΔE to the lowest compared entry with this formula, charge and spin (kJ/mol) = 169.3